No. 1
DFT (wB97M-V/def2-TZVPD) results for a molecular structure, C28H46N4ReSi2Te2 in a non-equilibrium geometry.

Cartesian coordinates (Å):
Re1 0.212 -0.608 0.189
C1 -0.459 2.475 -0.502
N1 0.642 1.647 0.044
C2 1.817 1.785 -0.850
C3 2.832 0.742 -0.502
C4 4.182 0.924 -0.739
C5 5.073 -0.087 -0.403
C6 4.580 -1.238 0.204
C7 3.225 -1.351 0.422
N2 2.352 -0.391 0.052
C8 1.011 2.105 1.418
C9 0.504 1.210 2.517
C10 0.412 1.656 3.823
C11 -0.009 0.788 4.820
C12 -0.337 -0.523 4.485
C13 -0.224 -0.908 3.169
N3 0.192 -0.064 2.203
C14 -1.718 2.283 0.287
C15 -2.696 3.271 0.332
C16 -3.822 3.054 1.109
C17 -3.911 1.875 1.845
C18 -2.894 0.948 1.731
N4 -1.825 1.131 0.940
H1 -0.626 2.211 -1.550
H2 -0.171 3.530 -0.476
H3 2.255 2.783 -0.764
H4 1.499 1.663 -1.888
H5 4.531 1.853 -1.170
H6 6.133 0.031 -0.592
H7 5.243 -2.033 0.516
H8 2.820 -2.216 0.927
H9 0.659 3.124 1.585
H10 2.100 2.119 1.502
H11 0.674 2.678 4.066
H12 -0.084 1.125 5.846
H13 -0.667 -1.230 5.232
H14 -0.462 -1.916 2.857
H15 -2.566 4.192 -0.222
H16 -4.605 3.799 1.157
H17 -4.752 1.693 2.499
H18 -2.919 0.028 2.310
C19 -5.673 -0.815 -2.423
Si1 -4.119 -1.044 -3.453
C20 -3.070 0.535 -3.389
C21 -4.407 -1.746 -5.155
C22 -2.935 -2.345 -2.509
Te1 -2.717 -1.590 -0.563
C23 -4.041 -2.949 0.404
Si2 -3.555 -4.724 1.098
C24 -2.868 -5.762 -0.310
C25 -2.445 -4.415 2.600
C26 -5.180 -5.432 1.708
H19 -6.284 -0.029 -2.872
H20 -5.473 -0.511 -1.390
H21 -6.292 -1.715 -2.404
H22 -3.628 1.388 -3.782
H23 -2.162 0.445 -3.991
H24 -2.792 0.787 -2.359
H25 -5.048 -1.062 -5.717
H26 -4.918 -2.709 -5.111
H27 -3.480 -1.868 -5.717
H28 -1.984 -2.377 -3.041
H29 -3.375 -3.341 -2.462
H30 -4.811 -3.095 -0.360
H31 -4.486 -2.381 1.225
H32 -2.036 -5.317 -0.858
H33 -3.664 -5.985 -1.023
H34 -2.530 -6.724 0.084
H35 -1.637 -3.699 2.435
H36 -1.999 -5.357 2.928
H37 -3.050 -4.048 3.431
H38 -5.911 -5.526 0.904
H39 -5.608 -4.830 2.510
H40 -4.977 -6.432 2.099
C27 1.387 -4.227 1.391
Te2 0.116 -3.300 -0.079
C28 1.397 -3.624 -1.768
H41 0.999 -5.234 1.531
H42 1.341 -3.683 2.331
H43 2.407 -4.292 1.017
H44 2.394 -3.246 -1.558
H45 0.977 -3.142 -2.647
H46 1.431 -4.700 -1.929

The spin multiplicity is 4. For the LUMO energy (spin up / spin down), the calculation gives -12.78 / -13.89 eV. The charge is +4. The HOMO-LUMO gap (spin up / spin down) comes out at 6.7 / 6.1 eV. As for the expectation value of S²: 3.769. For the HOMO energy (spin up / spin down), the calculation gives -19.494 / -20.038 eV.

=====

No. 2
DFT (wB97M-V/def2-TZVPD) results for a molecular structure, C6H12.

Cartesian coordinates (Å):
C1 2.113 0.001 -0.761
C2 0.770 -0.567 -0.322
C3 0.271 -0.251 1.057
C4 -0.441 0.240 -0.618
C5 -0.832 1.198 1.040
C6 -1.653 -0.617 -0.905
H1 2.165 1.075 -0.548
H2 2.955 -0.501 -0.265
H3 2.232 -0.122 -1.844
H4 0.671 -1.634 -0.555
H5 1.007 0.244 1.695
H6 -0.260 -1.066 1.557
H7 -1.828 1.344 0.603
H8 -0.253 2.112 0.892
H9 -1.033 1.076 2.116
H10 -1.774 -1.553 -0.330
H11 -1.510 -0.917 -1.954
H12 -2.599 -0.060 -0.857

The spin multiplicity is 1. As for the energy above the lowest of the compared OMol25 structures with the same formula, charge and spin: 499.40 kJ/mol. For the LUMO energy, the calculation gives 1.06 eV. The HOMO-LUMO gap comes out at 8.4 eV. For the HOMO energy, the calculation gives -7.301 eV.

=====

No. 3
DFT (wB97M-V/def2-TZVPD) results for C2H6BIS2 in the gas phase in a non-equilibrium geometry.

Cartesian coordinates (Å):
C1 0.841 1.844 1.199
S1 0.969 0.202 1.821
B1 0.836 -0.546 0.185
I1 1.793 0.339 -1.499
S2 -0.113 -2.127 -0.103
C2 -1.527 -1.661 -1.012
H1 1.263 2.488 1.919
H2 -0.093 2.229 0.859
H3 1.505 2.049 0.317
H4 -2.199 -2.466 -0.879
H5 -1.308 -1.673 -2.121
H6 -1.965 -0.678 -0.686

The spin multiplicity is 1. For the LUMO energy, the calculation gives -0.37 eV. The HOMO-LUMO gap comes out at 8.2 eV. For the HOMO energy, the calculation gives -8.613 eV.

=====

No. 4
DFT (wB97M-V/def2-TZVPD) results for a molecular structure, C28H19BrN3O5Sn in a non-equilibrium geometry.

Cartesian coordinates (Å):
Sn1 -1.589 1.132 -0.257
Br1 -4.331 -6.324 -0.737
C1 -3.977 -4.447 -0.751
C2 -5.007 -3.562 -0.418
C3 -4.747 -2.224 -0.408
C4 -3.459 -1.688 -0.711
O1 -3.296 -0.434 -0.667
C5 -2.435 -2.621 -1.089
C6 -1.132 -2.237 -1.511
N1 -0.647 -1.043 -1.556
C7 0.661 -0.830 -1.922
C8 1.662 -1.774 -1.764
C9 2.981 -1.518 -2.139
C10 3.345 -0.293 -2.622
C11 2.390 0.739 -2.700
C12 2.749 2.059 -3.031
C13 1.784 3.029 -3.041
C14 0.465 2.659 -2.744
N2 0.098 1.441 -2.439
C15 1.031 0.476 -2.377
C16 -2.731 -3.997 -1.090
H1 -5.992 -3.939 -0.177
H2 -5.512 -1.512 -0.138
H3 -0.520 -3.076 -1.875
H4 1.438 -2.729 -1.319
H5 3.715 -2.306 -2.037
H6 4.362 -0.086 -2.927
H7 3.789 2.288 -3.228
H8 2.027 4.060 -3.246
H9 -0.321 3.404 -2.738
H10 -1.950 -4.704 -1.344
C17 -3.258 3.886 0.067
C18 -4.147 2.834 0.291
C19 -3.740 2.156 1.455
C20 -2.592 2.798 1.946
C21 -2.305 3.875 1.090
H11 -3.345 4.645 -0.696
H12 -5.034 2.626 -0.285
H13 -4.279 1.364 1.950
H14 -2.109 2.610 2.895
H15 -1.543 4.623 1.250
O2 1.024 1.702 0.296
C22 1.007 0.727 1.062
O3 0.041 -0.065 1.187
C23 2.213 0.463 1.920
C24 3.190 1.439 2.084
C25 4.270 1.209 2.922
C26 4.394 -0.001 3.577
C27 3.422 -0.985 3.394
C28 2.323 -0.751 2.575
N3 3.547 -2.241 4.056
O4 4.429 -2.366 4.901
O5 2.774 -3.138 3.745
H16 3.073 2.372 1.554
H17 5.019 1.974 3.073
H18 5.225 -0.202 4.237
H19 1.549 -1.494 2.456

The spin multiplicity is 1. As for the energy above the lowest of the compared OMol25 structures with the same formula, charge and spin: 47.51 kJ/mol. For the LUMO energy, the calculation gives 1.49 eV. The charge is -1. The HOMO-LUMO gap comes out at 5.8 eV. For the HOMO energy, the calculation gives -4.339 eV.

=====

No. 5
DFT (wB97M-V/def2-TZVPD) results for a molecular structure, C12H15ClCoN6O4P.

Cartesian coordinates (Å):
Co1 0.263 -0.194 0.080
C1 -3.950 2.867 1.097
N1 -2.940 2.133 0.325
C2 -2.874 2.087 -1.041
C3 -1.802 1.307 -1.363
N2 -1.230 0.891 -0.195
C4 -1.930 1.399 0.820
P1 -1.543 1.117 2.590
C5 0.241 1.457 2.393
N3 0.940 0.971 1.367
C6 2.217 1.457 1.440
C7 2.283 2.253 2.544
N4 1.043 2.246 3.125
C8 0.673 2.972 4.345
C9 -1.316 -0.685 2.391
N5 -0.636 -1.199 1.366
C10 -0.706 -2.564 1.437
C11 -1.444 -2.873 2.540
N6 -1.820 -1.691 3.121
C12 -2.626 -1.565 4.341
H1 -4.621 3.355 0.397
H2 -3.471 3.623 1.714
H3 -4.520 2.178 1.714
H4 -3.584 2.603 -1.664
H5 -1.419 1.029 -2.330
H6 2.978 1.210 0.721
H7 3.103 2.812 2.960
H8 1.517 3.587 4.642
H9 0.447 2.269 5.143
H10 -0.182 3.614 4.151
H11 -0.235 -3.211 0.718
H12 -1.723 -3.826 2.955
H13 -2.951 -2.558 4.636
H14 -3.500 -0.949 4.147
H15 -2.028 -1.133 5.140
O1 2.496 -1.816 -2.293
Cl1 1.623 -1.182 -1.430
O2 1.881 -1.372 0.029
O3 1.564 0.292 -1.513
O4 0.202 -1.579 -1.515

The spin multiplicity is 1. For the LUMO energy, the calculation gives -7.88 eV. The charge is +2. The HOMO-LUMO gap comes out at 7.9 eV. For the HOMO energy, the calculation gives -15.787 eV.

=====

No. 6
DFT (wB97M-V/def2-TZVPD) results for a molecular structure, C3H4BrCl in a non-equilibrium geometry.

Cartesian coordinates (Å):
C1 1.224 0.765 -0.027
C2 0.466 -0.304 -0.060
C3 -1.470 -0.244 0.021
Cl1 0.982 -1.916 -0.017
Br1 3.121 0.626 0.056
H1 0.863 1.776 -0.051
H2 -1.770 -0.487 -0.984
H3 -1.693 0.770 0.305
H4 -1.723 -0.984 0.755

The spin multiplicity is 1. As for the energy above the lowest of the compared OMol25 structures with the same formula, charge and spin: 129.34 kJ/mol. For the LUMO energy, the calculation gives 0.81 eV. The HOMO-LUMO gap comes out at 10.1 eV. For the HOMO energy, the calculation gives -9.331 eV.

=====

| no. | E_tot (eV) |
| --- | --- |
| 1 | -68175.549 |
| 2 | -6411.765 |
| 3 | -32619.585 |
| 4 | -119926.372 |
| 5 | -89233.997 |
| 6 | -85738.854 |